[1]
This record from the Open Molecules 2025 dataset describes a 7-piece molecular cluster, C51H112N6O7 overall in a non-equilibrium geometry. The level of theory is ωB97M-V/def2-TZVPD.

Calculated values
Structure (SMILES): CC1(C)CCCC(C)(C)N1O.CC1(C)CCCC(C)(C)N1O.CC1(C)CCCC(C)(C)N1O.CC1(C)CCCC(C)(C)N1O.CC1(C)CCCC(C)(C)N1O.COC[C@H](C)N.CCO
E, Ha: -2865.1841
HOMO level, eV: -7.91
Relative energy (zero: lowest compared OMol25 entry of this formula, charge and spin), kJ/mol: 22.9

Geometry (Å):
C  22.51  -7.94  -7.07
C  22.88  -8.80  -5.79
C  24.09  -8.02  -5.09
C  21.64  -8.88  -4.90
C  21.83  -9.94  -3.83
C  22.00  -11.27  -4.47
C  23.25  -11.28  -5.38
C  24.61  -11.28  -4.56
C  23.14  -12.53  -6.27
N  23.19  -10.19  -6.30
O  24.35  -10.16  -7.21
H  23.28  -7.97  -7.84
H  21.60  -8.28  -7.56
H  22.35  -6.88  -6.84
H  24.31  -8.32  -4.06
H  25.09  -8.22  -5.45
H  24.00  -6.94  -5.09
H  21.52  -7.90  -4.43
H  20.73  -9.12  -5.44
H  22.68  -9.64  -3.22
H  20.92  -10.02  -3.23
H  21.13  -11.76  -4.93
H  22.21  -11.97  -3.67
H  24.88  -12.27  -4.19
H  24.57  -10.63  -3.69
H  25.45  -10.98  -5.19
H  24.03  -12.63  -6.87
H  22.32  -12.42  -6.98
H  23.04  -13.42  -5.64
H  23.94  -10.13  -8.07
C  17.75  -5.37  1.18
C  18.10  -3.85  0.86
C  18.39  -3.56  -0.64
C  16.86  -3.10  1.20
C  16.97  -1.61  1.31
C  17.94  -1.41  2.57
C  19.36  -2.12  2.40
C  20.32  -1.12  1.55
C  20.03  -2.23  3.85
N  19.19  -3.50  1.78
O  20.35  -4.30  1.83
H  17.56  -5.58  2.24
H  17.04  -5.75  0.45
H  18.67  -5.90  0.93
H  17.62  -4.01  -1.27
H  18.36  -2.50  -0.87
H  19.36  -4.03  -0.84
H  16.09  -3.27  0.45
H  16.50  -3.57  2.11
H  17.49  -1.21  0.43
H  16.05  -1.04  1.38
H  17.36  -1.73  3.43
H  17.98  -0.32  2.65
H  20.71  -0.37  2.23
H  19.85  -0.56  0.74
H  21.15  -1.70  1.14
H  20.17  -1.23  4.26
H  21.05  -2.63  3.87
H  19.47  -2.94  4.46
H  20.86  -3.98  1.08
C  12.49  -16.68  -3.20
C  13.29  -15.64  -3.99
C  12.93  -15.60  -5.52
C  12.90  -14.20  -3.37
C  13.54  -13.89  -2.07
C  15.08  -13.98  -2.15
C  15.59  -15.41  -2.70
C  17.09  -15.25  -3.11
C  15.47  -16.40  -1.51
N  14.78  -15.86  -3.86
O  15.17  -17.08  -4.32
H  12.34  -16.50  -2.13
H  11.51  -16.92  -3.61
H  13.04  -17.61  -3.12
H  13.64  -14.91  -5.98
H  13.06  -16.61  -5.93
H  11.94  -15.17  -5.59
H  13.06  -13.42  -4.11
H  11.86  -14.18  -3.05
H  13.30  -12.85  -1.83
H  13.13  -14.54  -1.29
H  15.27  -13.92  -1.08
H  15.48  -13.08  -2.62
H  17.64  -14.81  -2.28
H  17.11  -14.56  -3.96
H  17.57  -16.20  -3.33
H  15.81  -17.39  -1.80
H  14.47  -16.56  -1.11
H  16.19  -16.11  -0.75
H  15.38  -16.99  -5.26
C  17.72  -10.66  -9.02
C  17.80  -10.22  -10.53
C  17.05  -11.26  -11.36
C  17.09  -8.86  -10.60
C  17.49  -8.12  -11.89
C  19.00  -8.16  -12.27
C  19.65  -9.56  -12.12
C  19.37  -10.48  -13.37
C  21.15  -9.24  -12.11
N  19.21  -10.14  -10.79
O  19.77  -11.38  -10.55
H  17.86  -11.74  -8.96
H  16.81  -10.36  -8.49
H  18.53  -10.21  -8.44
H  16.36  -11.87  -10.79
H  17.65  -12.05  -11.82
H  16.46  -10.84  -12.17
H  16.00  -8.84  -10.48
H  17.52  -8.26  -9.80
H  17.11  -7.11  -11.78
H  16.89  -8.54  -12.70
H  19.56  -7.44  -11.67
H  19.04  -7.80  -13.30
H  19.83  -10.04  -14.26
H  19.79  -11.45  -13.12
H  18.31  -10.58  -13.61
H  21.48  -8.35  -11.56
H  21.71  -10.09  -11.73
H  21.57  -9.14  -13.11
H  20.07  -11.20  -9.65
C  10.33  -10.59  -7.99
C  9.64  -10.32  -9.36
C  9.67  -8.82  -9.61
C  10.44  -11.01  -10.55
C  10.14  -12.51  -10.62
C  8.66  -12.76  -10.79
C  7.79  -12.14  -9.72
C  6.32  -12.17  -10.26
C  7.79  -12.94  -8.43
N  8.19  -10.78  -9.38
O  7.37  -10.19  -8.48
H  10.29  -11.67  -7.85
H  11.37  -10.25  -7.98
H  9.83  -10.06  -7.18
H  9.00  -8.24  -8.97
H  10.69  -8.49  -9.44
H  9.30  -8.68  -10.63
H  10.01  -10.59  -11.45
H  11.52  -10.83  -10.50
H  10.56  -12.99  -11.50
H  10.61  -12.98  -9.76
H  8.63  -13.85  -10.79
H  8.34  -12.52  -11.80
H  5.89  -13.09  -10.64
H  6.25  -11.45  -11.07
H  5.66  -11.78  -9.48
H  6.84  -12.96  -7.89
H  8.39  -12.42  -7.69
H  8.07  -13.99  -8.41
H  6.76  -9.68  -9.03
C  18.05  -4.27  -7.20
O  16.69  -4.02  -7.48
C  16.32  -2.76  -7.92
C  14.84  -2.97  -8.30
C  14.56  -3.88  -9.46
N  14.25  -1.66  -8.62
H  18.11  -5.34  -7.01
H  18.50  -3.75  -6.34
H  18.64  -3.98  -8.07
H  16.30  -2.01  -7.12
H  16.95  -2.44  -8.74
H  14.31  -3.40  -7.45
H  15.13  -3.75  -10.38
H  13.53  -4.04  -9.78
H  14.80  -4.86  -9.06
H  14.39  -1.19  -7.74
H  13.25  -1.74  -8.71
C  15.74  -7.51  -4.10
C  14.55  -6.75  -4.66
O  14.65  -6.77  -5.99
H  15.69  -7.66  -3.02
H  16.67  -6.98  -4.28
H  15.75  -8.48  -4.60
H  14.60  -5.76  -4.19
H  13.58  -7.11  -4.33
H  15.24  -6.06  -6.27

Here are the Mulliken charges for atoms 1 to 5, given in e:
1. C -1.930
2. C 1.366
3. C -1.648
4. C -1.004
5. C -0.652


[2]
This record from the Open Molecules 2025 dataset describes a 8-piece molecular cluster, C51H114N10O8 overall in a non-equilibrium geometry. The level of theory is ωB97M-V/def2-TZVPD.

Calculated values
Structure (SMILES): CC1(C)CCCC(C)(C)N1O.CC1(C)CCCC(C)(C)N1O.CC1(C)CCCC(C)(C)N1O.CC1(C)CCCC(C)(C)N1O.CC1(C)CCCC(C)(C)N1O.COC[C@H](C)N.NC(N)=O.NC(N)=O
E, Ha: -3160.6282
HOMO level, eV: -7.63
Relative energy (zero: lowest compared OMol25 entry of this formula, charge and spin), kJ/mol: 670.0

Geometry (Å):
C  -2.67  4.35  5.83
C  -3.93  4.66  6.64
C  -5.08  5.21  5.71
C  -4.33  3.33  7.30
C  -3.63  3.01  8.66
C  -3.71  4.25  9.61
C  -3.24  5.63  8.97
C  -3.70  6.68  9.95
C  -1.72  5.52  8.90
N  -3.85  5.83  7.62
O  -3.40  6.99  7.06
H  -1.94  3.85  6.48
H  -2.78  3.86  4.87
H  -2.16  5.30  5.70
H  -5.03  4.67  4.76
H  -6.02  5.05  6.23
H  -4.93  6.25  5.44
H  -5.40  3.44  7.48
H  -4.15  2.50  6.62
H  -3.99  2.07  9.06
H  -2.60  2.71  8.47
H  -3.00  3.89  10.35
H  -4.78  4.32  9.81
H  -3.80  6.26  10.95
H  -4.63  7.19  9.71
H  -2.87  7.39  10.04
H  -1.19  6.45  8.70
H  -1.41  4.89  8.06
H  -1.32  5.19  9.86
H  -4.03  7.60  7.44
C  -3.24  7.70  -9.64
C  -2.84  9.07  -9.21
C  -1.34  9.08  -9.10
C  -3.26  10.07  -10.36
C  -3.29  11.59  -10.06
C  -4.12  11.74  -8.78
C  -3.66  10.90  -7.53
C  -2.37  11.46  -6.84
C  -4.77  10.91  -6.50
N  -3.56  9.43  -7.95
O  -3.28  8.54  -6.89
H  -2.97  6.89  -8.96
H  -4.32  7.54  -9.61
H  -2.95  7.57  -10.68
H  -1.12  10.14  -8.94
H  -0.91  8.34  -8.42
H  -0.86  8.73  -10.01
H  -2.66  9.84  -11.24
H  -4.26  9.76  -10.64
H  -2.41  12.18  -9.79
H  -3.75  12.00  -10.96
H  -5.10  11.34  -9.04
H  -4.20  12.83  -8.69
H  -1.59  11.69  -7.57
H  -1.84  10.88  -6.09
H  -2.58  12.43  -6.40
H  -4.51  10.22  -5.70
H  -5.74  10.59  -6.87
H  -4.98  11.91  -6.11
H  -4.16  8.17  -6.79
C  -1.72  2.05  -1.86
C  -0.48  1.36  -2.47
C  -0.19  1.94  -3.88
C  0.73  1.50  -1.52
C  0.46  0.54  -0.25
C  0.38  -0.89  -0.69
C  -0.85  -1.17  -1.55
C  -0.59  -2.57  -2.16
C  -2.18  -1.15  -0.78
N  -0.83  -0.11  -2.67
O  -1.69  -0.43  -3.63
H  -1.72  3.12  -2.05
H  -2.63  1.83  -2.42
H  -2.03  1.76  -0.85
H  -0.16  3.03  -3.86
H  0.69  1.44  -4.29
H  -1.03  1.73  -4.53
H  1.60  1.12  -2.06
H  0.82  2.55  -1.25
H  1.30  0.68  0.44
H  -0.41  0.63  0.40
H  0.36  -1.52  0.20
H  1.30  -1.13  -1.22
H  -0.24  -3.30  -1.43
H  0.13  -2.54  -2.97
H  -1.55  -2.89  -2.58
H  -3.04  -1.18  -1.46
H  -2.31  -0.28  -0.13
H  -2.10  -1.98  -0.08
H  -1.08  -0.89  -4.22
C  9.48  1.04  -1.29
C  10.07  2.05  -0.25
C  11.40  2.63  -0.79
C  9.14  3.31  -0.11
C  8.01  3.06  0.82
C  8.46  2.55  2.23
C  9.34  1.24  2.07
C  9.98  0.89  3.44
C  8.41  -0.04  1.69
N  10.42  1.53  1.07
O  11.40  0.54  0.98
H  9.65  1.27  -2.34
H  9.86  0.02  -1.24
H  8.40  1.05  -1.20
H  11.15  2.84  -1.83
H  11.79  3.47  -0.21
H  12.20  1.92  -0.97
H  9.70  4.20  0.19
H  8.72  3.47  -1.10
H  7.53  4.04  0.91
H  7.33  2.33  0.38
H  7.65  2.48  2.96
H  9.25  3.21  2.59
H  10.83  1.50  3.74
H  10.22  -0.17  3.57
H  9.25  1.03  4.24
H  7.87  -0.47  2.53
H  9.05  -0.91  1.52
H  7.63  0.02  0.93
H  12.23  0.94  1.24
C  -4.13  -13.72  0.18
C  -4.22  -13.60  1.67
C  -5.15  -14.60  2.31
C  -2.80  -13.88  2.29
C  -1.84  -12.72  2.09
C  -2.45  -11.44  2.67
C  -3.95  -11.11  2.15
C  -4.64  -10.21  3.22
C  -3.81  -10.38  0.84
N  -4.75  -12.28  2.01
O  -6.15  -12.16  1.72
H  -3.91  -14.75  -0.07
H  -5.12  -13.59  -0.25
H  -3.46  -13.07  -0.38
H  -4.97  -15.61  1.96
H  -5.16  -14.46  3.40
H  -6.20  -14.62  2.03
H  -3.01  -14.16  3.32
H  -2.31  -14.73  1.81
H  -0.89  -12.96  2.57
H  -1.66  -12.62  1.02
H  -1.86  -10.56  2.42
H  -2.58  -11.55  3.75
H  -4.89  -10.91  4.02
H  -5.62  -9.88  2.89
H  -3.96  -9.42  3.53
H  -4.72  -9.95  0.41
H  -3.38  -11.05  0.09
H  -3.25  -9.45  0.82
H  -6.58  -12.16  2.58
C  1.93  -1.00  5.77
O  0.89  -1.82  5.32
C  0.98  -3.09  5.96
C  -0.30  -3.91  5.73
C  -1.61  -3.34  6.17
N  -0.23  -5.20  6.44
H  2.96  -1.18  5.46
H  2.03  -1.06  6.85
H  1.78  0.06  5.58
H  1.80  -3.60  5.46
H  1.02  -2.96  7.05
H  -0.54  -4.10  4.68
H  -1.69  -2.28  5.97
H  -1.85  -3.51  7.22
H  -2.41  -3.62  5.48
H  0.70  -5.44  6.15
H  -0.82  -5.95  6.10
N  0.90  -5.84  -8.70
C  0.09  -5.06  -9.23
N  0.38  -4.79  -10.47
O  -0.87  -4.64  -8.62
H  0.72  -6.28  -7.81
H  1.73  -6.09  -9.22
H  0.06  -3.95  -10.92
H  1.25  -5.25  -10.71
N  4.77  -5.91  -4.47
C  5.81  -5.27  -4.04
N  5.54  -3.96  -4.26
O  6.80  -5.77  -3.56
H  3.94  -5.70  -3.93
H  5.02  -6.88  -4.55
H  6.28  -3.36  -3.90
H  4.88  -3.83  -5.01

Here are the Mulliken charges for atoms 1 to 5, given in e:
1. C -1.808
2. C 1.391
3. C -1.680
4. C -1.073
5. C -0.854


Q: Which formula does entry 1 have?
A: C51H112N6O7


Q: Which of these has the highest relative energy (zero: lowest compared OMol25 entry of this formula, charge and spin)?
A: C51H114N10O8


Q: Which of these has the lowest HOMO level?
A: C51H112N6O7